# H2

2 unconnected molecules or ions with the total composition H2 in a non-equilibrium geometry (ωB97M-V with the def2-TZVPD basis set, the Open Molecules 2025 dataset).

Values from the calculation:
**Electronic energy**: -28.512 eV
**2S+1**: 2
**Orbital gap (spin up / spin down)**: 0.312 / 0.443 Eh
**Relative energy (zero: lowest compared OMol25 entry of this formula, charge and spin)**: 32.3 kJ/mol
**Lowest unoccupied orbital energy (spin up / spin down)**: 10.525 / 7.969 eV
**HOMO level (spin up / spin down)**: 2.02 / -4.09 eV
**Charge**: -1
**Largest force on an atom**: 0.02365 hartree/bohr

Structure (XYZ):
```
2
Properties=species:S:1:pos:R:3:forces:R:3
H 0.00000 0.00000 0.57630 0.0 0.0 -1.2
H 0.00000 0.00000 -0.57630 0.0 0.0 1.2
```
Positions in Å, forces in eV/Å.